Entry 1:
Molecular formula: C13H18N4O
Method: DFT, the ωB97M-V functional and the def2-TZVPD basis

Its total energy is -21780.4677 eV. Its SMILES is Cc1cc(C)nc(-n2[nH]c(C(C)(C)C)cc2=O)n1. The value obtained for the relative energy (zero: lowest compared OMol25 entry of this formula, charge and spin) is 24.2 kcal per mole. As for the LUMO energy: 0.630 eV. Its total charge is 0. Its HOMO energy is -8.03 eV.

Geometry as XYZ:
```
36
Properties=species:S:1:pos:R:3:forces:R:3:nbo_charge:R:1
C -1.2081 1.3768 -1.6813 1.0 1.5 -1.0 -0.406
H 1.5779 3.7270 -3.5185 -0.4 0.0 0.4 0.210
H 1.9281 1.3799 -4.5944 0.1 0.2 0.4 0.213
C -3.3970 -2.7135 3.1685 -0.9 1.2 -0.6 -0.650
H 2.2541 -2.5507 2.6411 0.2 0.0 -0.3 0.233
C 1.1863 1.8553 -2.5276 0.6 0.3 0.6 -0.084
C -1.8655 0.6083 -0.6665 -1.1 0.5 -1.7 0.603
H -0.9071 -3.1534 4.1568 -0.1 -0.4 0.6 0.214
N -2.1347 -1.3567 1.6314 0.3 1.4 -1.4 -0.460
H -1.7394 2.0208 -2.4061 0.3 -0.8 0.6 0.232
O -3.0709 0.4723 -0.6228 -0.1 -0.5 1.2 -0.595
C -0.9657 -0.8540 1.1781 0.9 -1.6 1.9 0.578
N -0.8462 0.0092 0.0775 0.2 0.0 0.2 -0.263
N 0.3854 0.3877 -0.5289 1.1 -0.1 0.0 -0.408
H 1.5021 -3.0097 4.1556 0.0 0.1 0.0 0.215
C 1.2075 1.0316 -3.8463 -0.6 0.8 0.1 -0.595
H 1.4765 0.0302 -3.5743 -0.1 -0.8 -0.2 0.212
H 0.2192 1.0720 -4.3446 0.4 -0.2 0.4 0.223
H -3.3827 -3.7673 3.0072 -0.1 -0.9 0.0 0.228
C 0.2445 -1.9678 2.8106 -1.5 0.0 0.0 0.269
H -0.1406 3.5463 -3.1044 -0.6 -0.2 -0.4 0.218
N 0.2009 -1.1778 1.7659 0.4 1.6 -1.9 -0.527
H 2.6490 2.3323 -0.8939 -0.2 -0.1 -0.1 0.215
H 1.9757 -1.3273 3.8550 -0.2 -0.1 -0.1 0.235
C 1.5503 -2.2287 3.3955 1.3 -0.3 0.9 -0.643
H -4.2517 -2.2690 2.5952 0.8 -0.4 0.7 0.247
C 0.8568 3.3378 -2.7718 0.9 0.1 0.4 -0.593
C 2.5974 1.8178 -1.8567 -0.6 -0.2 -0.8 -0.613
H 3.2863 2.3311 -2.5401 0.1 -0.3 0.2 0.220
C -0.9274 -2.4860 3.3296 0.2 0.3 -0.2 -0.333
H -3.4544 -2.5027 4.2235 -0.5 -0.1 0.5 0.223
H 0.9716 3.8723 -1.8115 0.1 0.0 -0.5 0.213
H 2.8803 0.7672 -1.7442 0.3 0.2 0.1 0.205
H 1.3050 0.2569 -0.0878 -1.3 -0.1 0.2 0.436
C 0.1502 1.2657 -1.5826 -1.8 -0.9 0.6 0.245
C -2.1135 -2.1340 2.7128 0.6 0.0 -1.0 0.284
```
Forces are in eV/Å.

---

Entry 2:
Molecular formula: C13H18N4O3
Method: DFT, the ωB97M-V functional and the def2-TZVPD basis

Its total energy is -25877.8750 eV. Its SMILES is CC(=O)CCCCn1cnc2c1c(=O)n(C)c(=O)n2C. The value obtained for the relative energy (zero: lowest compared OMol25 entry of this formula, charge and spin) is 0.1 kcal per mole. As for the LUMO energy: 0.679 eV. Its total charge is 0. Its HOMO energy is -8.44 eV.

Geometry as XYZ:
```
38
Properties=species:S:1:pos:R:3:forces:R:3:nbo_charge:R:1
N -2.3065 0.9289 -0.4059 -0.1 0.0 0.0 -0.416
H 1.7110 -1.5982 -2.4387 0.1 0.2 0.0 0.228
H -4.0756 2.0033 -0.5734 0.1 0.1 0.0 0.229
C 2.0160 -0.7738 -1.7872 0.5 -0.7 0.1 -0.209
O -3.9814 -0.2202 0.5731 -0.3 0.1 0.1 -0.632
H 4.1304 0.0172 -0.0506 0.1 0.0 0.1 0.199
C 3.2580 -0.4004 0.4602 -0.2 0.0 0.0 -0.396
C -1.0554 0.8982 -0.9349 1.0 -0.9 -0.3 0.350
H 0.8052 2.1293 2.8618 0.1 0.1 0.1 0.234
C -0.8768 -1.5461 -0.6472 0.1 0.3 -0.2 0.666
H 3.6184 -0.9854 1.3086 0.1 0.0 0.0 0.220
H 1.7076 -1.8422 0.0489 0.1 -0.1 -0.1 0.257
N -0.3399 1.9438 -1.4108 -0.4 0.3 0.1 -0.506
H -0.6583 1.1886 2.5280 0.0 0.0 0.0 0.235
C 2.5364 -1.3710 -0.4769 0.0 0.2 0.0 -0.422
H -2.8690 -3.3284 -0.4305 0.0 0.0 0.1 0.212
H -3.7157 -2.3884 0.8337 0.1 0.0 -0.1 0.245
N 0.8770 0.0854 -1.5896 -0.3 0.4 -0.1 -0.304
H 0.0859 2.1866 1.2561 0.0 0.1 -0.1 0.237
C 0.2811 1.5420 2.1101 -0.2 -0.2 0.1 -0.733
H -2.5675 2.8972 -0.9502 0.0 0.0 0.0 0.231
C -2.8805 -0.2329 0.0663 0.0 0.3 0.0 0.797
H 1.5997 1.9827 -2.2285 0.3 0.0 -0.1 0.207
O 0.8317 -0.7712 1.9489 0.0 -0.3 0.1 -0.554
H 3.0258 1.3086 1.7365 -0.1 0.1 0.0 0.236
C 2.4232 0.7635 1.0032 0.3 -0.5 -0.1 -0.527
O -0.3672 -2.6407 -0.7775 0.1 -0.1 0.0 -0.607
H 3.2409 -2.1610 -0.7431 0.0 -0.1 0.0 0.217
C 1.1402 0.3672 1.7060 0.0 0.7 0.0 0.618
C -0.3293 -0.2784 -1.0370 -0.6 0.6 0.2 -0.093
H 2.1787 1.4768 0.2146 0.0 0.1 0.2 0.221
N -2.1458 -1.3996 -0.0854 0.0 -0.3 0.1 -0.451
C -2.7502 -2.6305 0.3983 -0.2 -0.3 0.1 -0.417
C 0.8038 1.4123 -1.7905 -0.1 -0.2 -0.1 0.213
H -2.0950 -3.0811 1.1433 0.0 0.0 0.0 0.218
C -3.0374 2.1723 -0.2910 -0.2 0.2 0.1 -0.408
H -3.0124 2.5338 0.7386 0.0 0.0 0.0 0.205
H 2.7927 -0.1883 -2.2871 -0.1 0.0 0.0 0.202
```
Forces are in eV/Å.

---

Entry 3:
Molecular formula: C13H18N4O3S
Method: DFT, the ωB97M-V functional and the def2-TZVPD basis

Its total energy is -36695.0988 eV. The value obtained for the relative energy (zero: lowest compared OMol25 entry of this formula, charge and spin) is 403.2 kcal per mole. As for the LUMO energy: -0.259 eV. Its total charge is 0. Its HOMO energy is -8.18 eV.

Geometry as XYZ:
```
39
Properties=species:S:1:pos:R:3:forces:R:3:nbo_charge:R:1
O 3.5432 -0.2014 0.0146 -7.4 1.5 4.4 -0.719
H -0.1224 0.3192 4.5970 -1.7 1.4 -2.4 0.264
C 0.9750 -0.0213 0.5472 -1.9 1.3 -1.0 -0.439
H -3.3652 -0.9232 -4.5575 0.8 1.8 0.3 0.244
H -1.3834 -2.5939 -4.0195 -1.0 1.3 -1.3 0.209
C 0.5845 -0.3522 -0.7507 8.5 -0.3 -4.9 0.141
C -0.0674 0.3998 1.3884 11.9 -2.6 0.9 0.713
C -0.4176 -1.9029 -5.8179 -2.3 2.4 -0.2 -0.384
C -1.0663 2.1403 3.5385 7.6 0.3 2.6 -0.150
H -1.5831 0.1294 3.4508 1.0 -0.4 -0.7 0.229
H -1.9786 -0.0933 -4.8575 6.0 14.8 -10.8 0.191
N 0.3627 0.4626 2.6716 1.7 -0.4 -2.8 -0.432
O -2.8524 -0.4184 -2.1034 -13.2 1.2 12.4 -0.482
C -2.2211 -0.5208 -2.9559 14.6 -0.2 -8.0 0.744
H 0.2855 -1.1282 -5.4553 -0.1 -0.7 0.8 0.178
C -0.6185 0.6760 3.5064 -4.2 1.4 9.1 -0.299
H -2.4525 3.4371 3.4228 -2.1 8.6 0.9 0.185
S 2.2658 0.8125 4.6385 -1.4 0.0 1.0 -0.214
H -2.9528 1.9599 3.0347 -4.0 -3.6 -1.5 0.179
O -1.1855 0.1837 1.1188 -9.6 0.3 1.4 -0.582
C -0.8615 -1.1842 -7.1918 -5.8 -10.8 5.8 -0.534
N -0.4614 -0.1615 -1.3038 -6.8 0.2 -0.3 -0.312
N -0.7880 -0.3977 -2.5530 4.0 -0.2 -4.8 -0.515
H 0.0990 -0.4644 -3.3624 -3.0 0.1 3.1 0.345
H -0.1827 2.9845 3.9054 -2.5 -2.6 -1.1 0.206
H 1.5493 -0.4248 -1.6784 -2.0 -0.5 3.1 0.149
C 2.2759 0.0507 0.8590 10.8 -1.9 -0.5 0.618
H -1.5752 -2.0743 -7.6075 1.3 2.3 0.4 0.169
H 0.0787 -2.8986 -5.8625 -0.6 0.8 -0.3 0.216
H -2.3359 -2.8159 -5.3280 -1.7 1.0 -0.6 0.244
C -1.8611 -1.9369 -4.9125 9.0 -7.1 1.2 -0.409
H -0.1598 -1.1684 -7.7590 8.3 1.3 -7.0 0.182
C -2.2293 2.5463 3.3097 1.2 -3.2 -0.4 -0.379
C 1.6526 0.4250 3.1318 1.7 1.2 2.1 0.295
N 2.6239 0.1834 2.2994 0.6 0.0 -6.5 -0.559
C -2.2465 -0.6993 -4.3556 -12.5 -13.1 7.6 -0.501
H 3.6319 0.4197 2.4953 -1.8 -0.7 -0.1 0.476
H -1.4514 0.1000 0.2142 0.1 -0.3 -2.6 0.552
H -1.4402 -0.4565 -6.9805 -3.5 5.5 1.0 0.183
```
Forces are in eV/Å.

---

The lowest HOMO energy belongs to which entry? C13H18N4O3

---

Look up the total charge of the third one. 0

---

Which value of total charge does entry 3 give? 0